[1]
DFT (wB97M-V/def2-TZVPD) results for a molecular structure, C24H18AsF6IrN5O2S2.

Geometry as XYZ:
```
59
Properties=species:S:1:pos:R:3:forces:R:3
H 0.7107 -2.4926 2.1375 0.01 0.01 0.00
C 3.3147 -2.4836 -0.6269 0.01 -0.02 -0.02
C 1.4621 -2.4978 1.3650 0.00 -0.04 -0.03
C 3.5887 -3.1951 0.5383 0.02 -0.01 0.00
C -3.1478 0.9644 -1.3086 0.00 0.00 0.04
S 1.3092 3.7972 2.2055 -0.02 0.00 -0.02
C 2.1203 -1.8023 -0.7322 -0.02 0.01 -0.01
F 0.1454 -2.1186 4.1944 -0.05 -0.13 0.03
F -1.1697 -0.0922 4.4710 -0.11 0.03 0.02
H 3.2929 1.9194 0.8068 -0.02 -0.02 0.01
F 0.2226 -0.3749 2.4899 0.07 0.00 0.26
H 3.2889 -1.7990 -3.2671 0.00 0.00 0.01
C -1.9057 1.6066 2.2658 -0.06 -0.01 -0.01
H 2.7863 -3.7806 2.4480 -0.01 0.00 0.00
C 0.5604 0.0233 -4.2166 -0.04 0.02 -0.13
C -2.1219 1.2307 -3.7971 0.00 0.02 -0.04
H -0.7291 3.9603 3.4947 -0.01 0.00 -0.01
N -2.1241 0.4048 1.6170 0.12 -0.01 -0.02
N 0.1414 1.8420 1.0232 0.05 0.02 0.06
As 0.5283 -0.4486 4.3269 -0.02 0.07 -0.27
H -4.9413 1.8660 -2.0595 0.00 -0.01 0.01
C -2.8497 1.8845 3.2597 0.04 -0.01 0.01
F 0.7764 -0.4737 5.9899 0.01 -0.01 0.06
C -1.4050 0.6549 -2.7628 0.01 0.00 0.02
C 2.4390 2.1963 0.1843 0.03 0.02 0.01
C -3.1228 -0.2505 2.1319 -0.05 0.01 0.06
H -3.4001 -2.2903 2.5858 0.02 0.00 -0.01
N -1.9076 0.5304 -1.5226 0.04 0.05 0.00
C 2.3682 -1.2402 -3.1816 0.09 -0.05 -0.06
H 4.0386 -2.4777 -1.4293 0.00 0.00 0.01
H -1.7027 1.3302 -4.7874 0.00 0.00 0.01
C 1.6812 -1.1261 -1.9705 -0.05 0.00 0.06
H 4.5249 -3.7259 0.6472 0.00 0.00 0.00
N 0.5245 -0.4622 -1.8911 0.08 0.12 0.00
O 2.3597 -0.7124 -5.5881 -0.27 0.21 -0.37
O 4.3400 -1.4699 -6.5503 -0.01 -0.01 0.01
C -0.7345 2.3264 1.9808 0.00 0.01 -0.01
S -3.9364 0.6270 3.4137 -0.01 -0.04 -0.05
Ir -0.4450 -0.2302 0.2220 -0.19 -0.31 -0.20
F 2.1578 -0.7632 3.9041 0.15 -0.04 0.00
H 2.7275 3.0777 -0.3913 0.00 -0.01 0.00
C -3.5508 -1.6115 1.7416 0.00 -0.02 0.04
C 2.6372 -3.2237 1.5337 -0.02 0.00 -0.01
C 1.2647 2.4911 1.0371 -0.02 0.06 -0.02
C -0.0556 0.0759 -2.9659 0.01 -0.03 0.06
F 0.8209 1.2593 4.1874 0.02 0.13 0.00
C -3.9373 1.5405 -2.2929 0.00 0.01 -0.03
H -3.9889 2.1372 -4.3564 0.00 0.00 0.00
C -3.4113 1.6862 -3.5610 -0.01 0.00 0.01
H -3.5328 0.8497 -0.3067 0.01 -0.02 0.01
C 3.3979 -1.1171 -6.0487 0.15 -0.09 0.18
H -2.9618 -1.9642 0.8971 -0.01 0.01 -0.02
N 1.2193 -1.7753 0.2711 -0.10 0.14 0.10
H -4.6132 -1.6398 1.4929 0.00 0.02 -0.01
C -0.2438 3.4248 2.6924 0.04 0.01 -0.01
C 1.7559 -0.6354 -4.2424 0.09 -0.11 0.27
H 0.1228 0.4390 -5.1110 0.01 0.00 0.00
H -2.8919 2.7532 3.9001 -0.01 -0.01 0.00
H 2.2024 1.3755 -0.4890 -0.01 0.00 0.00
```
Forces are in eV/Å.

Properties
⟨S²⟩ ... 6.0302
2S+1 ... 5
Net charge ... +3
Gap between HOMO and LUMO (spin up / spin down) ... 7.34 / 5.90 eV
LUMO energy (spin up / spin down) ... -9.4 / -11.5 eV

***

[2]
DFT (wB97M-V/def2-TZVPD) results for a molecular structure, C24H18AuN9 at a distorted geometry.

Geometry as XYZ:
```
52
Properties=species:S:1:pos:R:3:forces:R:3
N -4.1765 -0.4838 -0.0423 -0.25 -0.15 -0.04
C 2.9358 -0.0977 1.1154 0.54 0.15 0.04
C 1.2562 -0.3080 2.9081 0.14 0.00 0.39
C 2.7617 -0.0285 -1.0919 0.29 0.11 -0.33
H 4.8195 1.9235 5.9567 -0.02 0.00 0.01
C 0.3999 4.6253 -0.5045 -0.15 0.05 0.02
N -5.8664 1.0598 0.0458 0.02 0.10 -0.04
C 0.7265 3.2790 -0.5545 0.27 -0.01 -0.08
N -1.9636 0.3057 -0.1172 0.59 -0.28 0.24
N 2.0575 -0.1074 0.0448 -0.83 0.14 0.12
H -1.2153 -0.7435 5.0761 0.01 -0.04 0.00
H 4.9152 0.0655 -1.5401 0.04 -0.05 0.04
H -6.1691 2.0191 0.0022 -0.05 0.00 0.02
H -6.5467 0.3217 0.1305 0.03 -0.05 -0.02
C 2.5667 -0.1493 2.4602 -0.02 0.00 0.09
H 6.2517 -1.8960 4.6495 0.00 0.00 0.01
N 0.1404 -0.5297 2.1083 0.09 0.03 -1.66
H 5.1536 0.0160 1.1483 -0.01 -0.01 0.04
H -2.9419 4.2200 -0.1284 -0.02 -0.01 -0.02
H 2.2852 -0.0227 -2.0634 -0.02 0.04 0.05
C -0.9295 4.9868 -0.3520 0.09 -0.07 -0.02
H -1.9101 -0.8883 2.4778 0.07 0.00 0.02
C -1.8944 3.9925 -0.2575 0.04 -0.14 0.03
C -0.9280 -0.6950 2.8842 -0.41 -0.07 0.38
H 1.1771 5.3719 -0.5831 0.03 -0.04 -0.02
C -0.5520 -0.6216 4.2364 -0.18 0.04 -0.34
N -2.4632 -1.9761 -0.0937 0.18 0.16 0.03
C 5.6404 0.0190 5.4084 -0.21 0.04 -0.14
H 1.4350 -0.2826 5.1226 0.06 -0.05 -0.01
N 7.4760 0.1623 7.2169 -0.06 -0.04 -0.05
C -1.4935 2.6689 -0.3080 -0.01 0.36 0.03
H 3.0244 1.8353 4.2670 0.00 -0.01 -0.02
H -1.4899 -2.2118 -0.1690 0.00 -0.13 -0.04
C 0.8053 -0.3841 4.2546 0.11 -0.04 -0.33
C 6.6606 0.0825 6.4122 0.23 0.02 0.16
C 4.2437 -0.0100 0.5729 -0.31 -0.09 0.21
H 1.7489 2.9515 -0.6931 0.00 -0.03 0.05
C 5.5502 -1.0789 4.5555 0.02 0.07 0.02
C -2.8839 -0.7131 -0.0912 -0.17 0.10 0.08
C 4.5618 -1.1136 3.5884 -0.07 -0.07 -0.07
H 4.4825 -1.9728 2.9340 0.02 0.01 -0.01
C -4.5832 0.7883 -0.0563 0.31 -0.19 0.02
C -2.4674 1.5644 -0.1906 -0.39 0.03 0.02
N -0.2020 2.3344 -0.4524 0.04 -0.90 -0.39
C 3.7310 1.0180 4.3442 -0.08 0.08 -0.03
C 4.7324 1.0719 5.2966 0.06 -0.08 -0.01
C 3.6434 -0.0705 3.4797 0.08 -0.03 0.10
C 4.1310 0.0127 -0.8039 -0.36 0.05 -0.21
Au 0.0719 0.1220 0.0748 0.24 0.73 1.67
H -3.1543 -2.7087 -0.1276 -0.01 -0.02 0.04
N -3.7281 1.8460 -0.1741 0.02 0.28 -0.03
H -1.2166 6.0282 -0.3036 0.01 0.01 -0.01
```
Forces are in eV/Å.

Properties
Net charge ... +2
Gap between HOMO and LUMO ... 4.80 eV
LUMO energy ... -9.3 eV

***

[3]
DFT (wB97M-V/def2-TZVPD) results for a molecular structure, C24H18Cl5N4O2RuS at a distorted geometry.

Geometry as XYZ:
```
55
Properties=species:S:1:pos:R:3:forces:R:3
O 0.3780 -0.0613 3.8300 -0.18 0.00 -0.41
C 2.8811 -0.6050 -1.3549 0.20 0.10 -0.04
C -1.9797 0.2028 4.0587 0.11 -0.15 -0.24
C 3.1223 -1.7399 2.8119 0.07 -0.04 0.06
C -3.4148 -1.4707 -1.6967 0.18 0.14 0.18
H -5.3886 -2.2108 -2.0262 -0.01 0.00 -0.01
H -4.9926 0.6809 1.0990 0.03 -0.03 0.04
Cl 1.0531 -2.6174 1.3108 -0.06 -0.37 0.06
Cl 2.9169 2.3670 1.0038 0.02 0.20 -0.11
H 0.8084 5.4620 -0.0967 -0.05 0.03 0.00
H -2.1555 1.2796 4.0146 -0.05 0.00 0.03
Cl 5.0366 1.7476 3.1668 0.03 0.03 0.04
H 1.2649 1.6496 -2.0869 0.09 -0.03 0.04
S -0.5595 2.4358 1.1419 0.04 -0.13 0.17
H -0.0115 5.0886 1.3664 -0.01 0.04 -0.01
H 3.3335 -1.8024 -4.4904 -0.02 -0.01 0.00
Ru 0.2642 0.0073 0.2576 -1.04 0.58 0.58
H -2.8294 -0.3101 3.6119 -0.03 0.04 0.02
H -6.4087 -0.8946 -0.1935 0.00 0.04 0.01
C 2.9194 0.8153 1.7646 -0.29 -0.13 -0.19
C 3.9965 -0.7431 3.2433 -0.04 0.06 -0.07
Cl 3.2520 -3.3359 3.4273 -0.01 -0.04 0.02
C -2.5753 -0.6523 -0.8877 -0.72 0.02 0.04
H 0.6355 3.9478 -1.8417 0.04 -0.04 -0.08
H -2.5866 0.8063 0.6813 0.02 0.01 0.05
H 3.4782 -0.2449 -0.5274 -0.05 0.02 -0.03
H 4.6286 -0.9735 -2.5406 0.00 -0.01 0.00
C -4.7779 -1.5554 -1.4167 0.03 0.13 0.07
H -1.0413 -2.5552 -3.8910 0.02 -0.01 0.01
N 0.1706 4.8626 0.4031 0.06 -0.06 -0.04
C 1.9778 -0.1306 1.3730 0.68 -0.43 0.45
C 1.4446 -1.5739 -3.5178 -0.01 0.02 0.03
C 3.5484 -1.0233 -2.5017 -0.02 0.04 0.02
C -3.1870 0.1335 0.0946 0.09 -0.11 -0.14
C -0.6678 -1.2944 -2.2033 -0.08 -0.07 -0.26
C 0.7588 -1.1800 -2.3569 0.04 0.08 0.07
N -1.2046 -0.6079 -1.1038 0.52 0.02 0.17
C -1.4836 -2.0397 -3.0505 -0.08 0.02 0.10
H -1.8481 -0.0941 5.0956 0.02 0.04 0.01
C 2.1506 -1.4192 1.8842 -0.07 0.40 -0.10
C -0.7074 -0.0793 3.2706 0.00 0.03 0.79
C -5.3496 -0.8084 -0.3979 -0.09 -0.15 -0.13
N 0.4432 1.8948 -1.5511 -0.04 0.09 -0.11
C -4.5519 0.0534 0.3343 0.05 0.06 0.02
C 3.9100 0.5373 2.7011 -0.05 -0.11 0.00
Cl 5.2007 -1.1025 4.4065 0.07 -0.03 0.07
C -2.8275 -2.1624 -2.8064 0.09 -0.11 -0.15
C 2.8210 -1.4935 -3.5880 0.00 -0.02 0.00
H -3.4592 -2.7569 -3.4534 0.01 -0.02 0.02
H -0.4062 1.6631 -2.0555 -0.07 0.03 -0.09
C 0.0786 3.5591 0.0775 -0.08 -0.09 0.02
H 0.8863 -1.9344 -4.3714 0.02 -0.03 -0.01
N 0.4865 3.2228 -1.1558 0.02 0.27 0.02
O -0.9284 -0.3004 2.0036 0.59 0.13 -0.89
C 1.4962 -0.6435 -1.2705 -0.01 -0.44 -0.08
```
Forces are in eV/Å.

Properties
⟨S²⟩ ... 8.8023
2S+1 ... 6
Gap between HOMO and LUMO (spin up / spin down) ... 5.03 / 6.04 eV
LUMO energy (spin up / spin down) ... -0.2 / -2.1 eV

***

[4]
DFT (wB97M-V/def2-TZVPD) results for a molecular structure, C24H18F2NO2 at a distorted geometry.

Geometry as XYZ:
```
47
Properties=species:S:1:pos:R:3:forces:R:3
H -2.2960 0.0303 4.6923 -0.35 1.25 0.46
C 2.6950 0.4361 2.9843 0.42 0.52 0.10
C -6.8207 2.0160 4.2796 0.43 0.03 0.14
O -8.8005 0.1251 3.5452 1.06 -0.42 0.12
C 0.4806 1.6064 2.9539 -0.94 -1.20 -0.78
C -1.8464 -2.0423 2.9798 -0.24 -0.47 -0.29
C 1.9210 1.6287 3.0086 1.99 -0.02 0.31
C -2.7224 1.0224 4.3941 0.70 -2.06 0.39
C -3.7297 -2.1463 0.9031 0.11 0.24 0.25
H -3.4017 -0.0050 0.7275 -0.22 -0.30 0.35
H 2.2362 -0.5378 2.8359 0.25 0.16 0.07
C 4.0185 2.8954 3.2547 -0.16 -0.17 -0.14
C -2.2572 2.2580 4.8666 -0.91 0.89 0.66
C -4.5003 2.4889 4.6390 -0.74 -1.06 -0.50
C 4.7726 1.7138 3.2408 -0.29 0.44 0.10
H -1.2432 2.5075 5.1877 -0.45 0.13 -0.31
C 4.0851 0.5161 3.1166 -0.09 -0.96 -0.41
H 2.0464 3.7790 3.1493 0.22 -0.15 -0.02
C -2.2572 -0.8450 2.3556 -0.55 -0.96 0.01
H -2.1236 1.3251 2.3297 0.48 -0.59 -0.38
C -5.1770 0.2290 3.9957 -0.29 0.04 -0.02
O -7.2031 -1.4925 3.4209 -1.10 0.33 0.04
C -0.2551 0.4458 2.9541 1.43 0.99 0.94
C -7.6438 -0.2194 3.6413 -0.51 -0.48 -0.21
C -3.1929 -0.9118 1.3032 0.41 -0.16 -0.03
C -6.5184 0.6766 3.9946 1.23 0.28 -0.01
H 4.5251 3.8620 3.3340 -0.20 -0.42 0.01
C -5.8329 2.9273 4.6436 0.54 0.13 -0.31
H -8.0137 -2.0180 3.2500 0.49 0.18 0.02
F -2.1812 -4.3903 3.3279 0.03 1.32 -0.99
H 5.8627 1.7305 3.3208 -0.44 -0.08 -0.04
H -0.0096 2.5708 2.7612 0.05 -0.33 0.36
C -3.3876 -3.3277 1.5762 -0.12 0.34 -0.10
H -1.0617 -2.0562 3.7431 -0.48 -0.03 -0.10
H -7.8576 2.3204 4.2153 0.05 0.03 0.08
H -4.8953 -0.8156 3.8168 -0.40 0.46 -0.06
H -6.0714 3.9677 4.8475 -0.07 -0.21 0.10
H 0.3003 -0.5175 3.0577 -0.87 0.94 0.00
H -4.4571 -2.1677 0.0833 0.37 -0.06 0.37
F 4.8205 -0.6504 3.0521 -0.90 1.22 0.15
H -3.8785 -4.2768 1.3397 0.34 0.35 0.09
H -3.1976 4.0971 5.3217 -0.22 -0.73 -0.32
C 2.6250 2.8547 3.1339 -0.24 -0.41 0.03
C -4.1686 1.1509 4.2694 -0.52 0.84 0.34
C -1.6911 0.4412 2.8153 -0.76 0.99 -1.48
C -2.4364 -3.2527 2.5886 -0.16 -0.20 0.96
N -3.3059 3.1350 4.9775 1.63 -0.63 0.05
```
Forces are in eV/Å.

Properties
Net charge ... +1
Gap between HOMO and LUMO ... 6.52 eV
LUMO energy ... -5.1 eV

***

[5]
DFT (wB97M-V/def2-TZVPD) results for a molecular structure, C24H18HgN3O4 at a distorted geometry.

Geometry as XYZ:
```
50
Properties=species:S:1:pos:R:3:forces:R:3
C -1.0651 -4.3967 -1.7280 -0.04 -0.18 0.03
C 1.0823 -0.8891 4.4301 -0.04 0.04 0.16
O -1.7960 1.4691 1.3696 0.04 -0.06 -0.13
H -4.3090 -5.2604 -1.2376 0.01 0.01 0.00
H -1.0027 0.8013 6.5395 0.00 0.00 -0.02
O 1.7821 -1.4562 1.3612 -0.17 0.13 0.06
C -2.4694 -2.4059 -1.6371 0.21 -0.46 0.08
N 0.0374 1.9266 -1.7492 0.13 0.58 -0.23
H -1.4128 2.7889 -0.5279 0.05 -0.14 0.01
H -3.8064 -0.7355 -1.4891 -0.01 -0.02 0.04
C -2.1652 -5.1939 -1.5401 0.05 0.15 -0.05
C 0.5490 -0.4528 3.2197 -0.09 0.07 -0.32
C -3.4410 -4.6314 -1.3969 -0.20 -0.14 0.02
C 4.6349 3.4500 -1.4386 0.12 0.19 0.02
C -3.5655 -3.2623 -1.4432 0.12 0.12 -0.02
N -0.0030 -0.0055 1.0421 0.22 -0.17 0.28
O 2.2698 0.1243 -2.0721 0.52 0.13 -0.35
C 0.5201 -0.4354 5.6114 0.18 -0.14 0.00
H 5.2713 4.3105 -1.2686 -0.01 -0.01 0.00
C 4.3831 1.0777 -1.7915 0.16 0.05 0.05
C 5.1868 2.1697 -1.5884 -0.13 -0.03 -0.06
O -0.0863 -2.2928 -1.9754 -0.15 -0.59 -0.37
C -2.4127 1.3200 -1.7327 -0.03 0.22 -0.04
C -0.8879 0.7192 1.8117 -0.18 0.14 0.27
H 1.9256 -1.5724 4.4431 -0.01 0.00 -0.03
C -0.5622 0.4514 3.2067 0.06 -0.05 -0.40
H 2.8241 4.5690 -1.3442 -0.03 0.00 -0.02
Hg 0.3400 -0.3167 -1.0812 0.15 -0.09 1.03
C -1.1482 -2.9713 -1.7824 -0.13 0.25 -0.05
H -4.5457 -2.8105 -1.3162 0.00 0.02 -0.01
N -1.9041 -0.0400 -1.7777 -0.56 -0.12 -0.20
C -2.7442 -0.9894 -1.6344 0.06 0.47 -0.06
H 4.8054 0.0853 -1.8891 -0.04 -0.02 0.00
C 0.9885 2.7718 -1.6454 -0.51 -0.08 -0.10
C 2.4031 2.4979 -1.6896 0.47 -0.21 0.07
H -2.9587 1.5196 -2.6640 0.08 -0.07 -0.04
C 2.9587 1.1744 -1.8527 -0.22 0.14 -0.09
C -1.3188 2.4070 -1.5478 -0.21 0.07 0.08
H 0.9220 -0.7644 6.5656 0.01 -0.01 -0.03
H 0.7353 3.8323 -1.4844 0.03 0.02 0.04
H -1.9604 1.5872 4.3789 0.01 -0.01 0.02
H -2.0478 -6.2719 -1.4948 0.03 -0.01 0.00
H 6.2635 2.0438 -1.5346 0.01 -0.03 -0.01
H -3.1168 1.4264 -0.9019 0.04 0.00 0.00
H -0.0749 -4.8253 -1.8229 0.01 0.04 0.00
H -1.5276 3.2317 -2.2422 0.03 -0.02 -0.01
C 3.2670 3.5867 -1.4864 -0.09 -0.12 -0.01
C -0.5813 0.4606 5.5978 -0.19 0.16 -0.05
C -1.1183 0.9017 4.4000 0.01 -0.01 0.17
C 0.8820 -0.7244 1.8309 0.23 -0.18 0.24
```
Forces are in eV/Å.

Properties
⟨S²⟩ ... 0.7667
2S+1 ... 2
Net charge ... -2
Gap between HOMO and LUMO (spin up / spin down) ... 3.72 / 7.16 eV
LUMO energy (spin up / spin down) ... 5.1 / 5.1 eV

***

[6]
DFT (wB97M-V/def2-TZVPD) results for a molecular structure, C24H18MnN4O3S at a distorted geometry.

Geometry as XYZ:
```
51
Properties=species:S:1:pos:R:3:forces:R:3
C -1.6129 0.8016 3.5974 0.46 0.04 0.16
C 4.4484 1.0919 -3.4083 0.16 -0.32 0.11
C -1.3516 2.0985 3.1473 0.06 0.10 -0.05
C 3.2364 -0.2067 -1.6570 -0.47 0.98 0.39
H -0.3589 0.1498 -1.9954 0.03 0.05 0.10
H -2.7214 0.6773 -1.4398 -0.02 -0.02 -0.05
C -4.5053 -1.2194 2.5518 0.02 0.04 0.21
N -0.4188 -1.7553 -1.2057 0.23 -0.16 0.30
C 6.0554 -1.1495 -3.9039 0.06 -0.08 -0.04
H 6.7038 -1.9955 -4.0828 -0.03 -0.01 0.01
H -4.5333 -2.2887 2.3927 -0.02 0.00 -0.02
H -4.4864 2.5088 3.3134 -0.02 -0.01 -0.05
C -0.9911 -0.5786 -1.5025 0.12 0.00 -0.08
C -4.4888 1.4535 3.0637 -0.20 -0.13 -0.16
C 5.3807 1.1017 -4.4466 -0.04 0.10 0.02
S -4.7860 -0.9184 -0.1907 -0.03 -0.07 0.08
C -1.0116 -0.2886 3.0043 0.08 -0.18 -0.13
C 6.1691 -0.0010 -4.6902 -0.06 0.00 0.06
O 2.8070 -1.3876 -1.2583 0.78 -0.73 -0.37
C -1.1930 -2.7196 -0.6886 -0.04 0.01 0.00
H 5.4687 2.0064 -5.0328 0.03 -0.02 -0.01
C -4.5811 -0.3283 1.4933 0.04 -0.05 -0.32
N 1.7405 0.5214 -0.2042 -0.32 -0.15 0.26
H -4.3622 -1.3463 4.7005 0.01 -0.04 -0.02
C 0.1501 1.1992 1.4751 -0.13 -0.37 0.25
C 1.0948 1.4485 0.4352 0.15 -0.28 -0.06
H -4.6527 1.7535 0.9364 0.00 -0.02 -0.02
H -2.2934 0.6497 4.4254 0.34 0.08 -0.05
N -4.4060 0.6098 4.0843 -0.39 0.10 0.24
H -3.1063 -3.3253 0.0587 -0.01 0.00 -0.02
C -0.1204 -0.1153 1.9436 -0.27 0.77 -0.09
H -0.2781 3.2836 1.7242 0.00 0.03 0.08
Mn 1.4626 -1.4157 -0.0516 -0.69 0.80 -0.71
C 5.1072 -1.1957 -2.9113 -0.01 -0.03 -0.04
C -2.3081 -0.2945 -1.2101 0.00 -0.07 0.00
C -4.5757 1.0348 1.7407 -0.03 0.06 0.17
H 1.3063 2.4770 0.1571 0.07 0.01 -0.04
H 6.8891 0.0271 -5.4973 0.02 0.02 0.01
C -0.4899 2.2883 2.0966 0.09 0.01 -0.10
H -0.7198 -3.6805 -0.5249 -0.01 0.02 0.10
H -1.2101 -1.2930 3.3551 0.02 -0.01 -0.01
H -1.8152 2.9498 3.6259 -0.03 -0.03 0.01
H 3.2209 2.1174 -2.3833 0.01 -0.03 0.00
C -2.5228 -2.5214 -0.3671 0.02 -0.05 -0.08
O 0.4426 -1.1686 1.3713 -0.04 -0.56 0.86
C -4.4171 -0.6943 3.8360 -0.16 -0.08 -0.24
N 2.6876 0.8683 -1.1353 0.54 -0.02 -0.40
H 4.9970 -2.0812 -2.2993 -0.05 -0.01 -0.05
C -3.0829 -1.2716 -0.5934 -0.09 0.16 0.00
C 4.2794 -0.0923 -2.6560 -0.05 -0.02 -0.18
O 3.7535 2.2146 -3.1935 -0.10 0.14 -0.03
```
Forces are in eV/Å.

Properties
⟨S²⟩ ... 6.0665
2S+1 ... 5
Net charge ... +1
Gap between HOMO and LUMO (spin up / spin down) ... 5.72 / 6.49 eV
LUMO energy (spin up / spin down) ... -5.3 / -4.5 eV

***

> Which formula does entry 3 have?

C24H18Cl5N4O2RuS